Entry from the Open Molecules 2025 dataset: a 2-piece molecular cluster, C3H9NO2 overall (the ωB97M-V functional and the def2-TZVPD basis).

spin multiplicity = 2
charge = +1
frontier orbital gap (alpha / beta) = 11.2 / 6.6 eV
lowest unoccupied orbital energy (alpha / beta) = -4.23 / -8.88 eV
<S²> = 0.76
electronic energy = -8832.5485 eV
HOMO (alpha / beta) = -15.47 / -15.47 eV

Cartesian coordinates (Å):
O  -1.608  -1.896  0.366
C  -0.934  -0.999  0.690
C  0.306  -0.325  0.013
C  1.512  -0.287  0.953
N  0.570  -0.967  -1.243
H  -1.154  -0.394  1.601
H  -0.043  0.706  -0.157
H  2.138  0.563  0.700
H  1.985  -1.267  0.935
H  1.189  -0.109  1.980
H  1.236  -1.738  -1.139
H  -0.252  -1.439  -1.632
H  -1.794  3.208  -0.430
H  -1.748  2.499  -1.766
O  -1.402  2.446  -0.870

---

Entry from the Open Molecules 2025 dataset: C17H25N4O2S as an isolated structure (the ωB97M-V functional and the def2-TZVPD basis).

charge = +1
frontier orbital gap = 7.9 eV
lowest unoccupied orbital energy = -2.56 eV
electronic energy = -38905.1126 eV
HOMO = -10.47 eV

Cartesian coordinates (Å):
C  -2.198  -4.466  0.345
C  -1.493  -3.125  0.122
C  -2.107  -1.884  -0.314
C  -1.322  -0.884  -0.332
C  -0.036  -1.420  -0.149
N  0.945  -0.524  -0.061
C  0.652  0.635  -0.452
N  -0.458  1.296  -0.977
C  -1.584  0.563  -0.687
N  -2.676  1.133  -0.654
C  -3.824  1.094  0.335
H  -4.825  0.854  -0.301
H  -3.489  -0.194  0.748
C  -3.841  2.174  1.344
O  -2.646  2.753  1.238
C  -2.443  3.426  0.288
H  -1.271  3.527  0.237
C  -2.758  2.518  -0.970
H  -3.621  2.899  -1.485
H  -2.029  2.762  -1.735
H  -2.994  4.389  0.033
H  -4.183  1.821  2.471
H  -4.671  2.888  1.065
C  1.929  1.633  -0.693
N  3.111  0.956  -0.569
C  4.259  0.482  -1.306
H  3.742  -0.177  -2.186
H  4.737  1.540  -1.604
C  5.077  -0.557  -0.530
O  5.739  -0.012  0.600
C  4.719  0.435  1.421
H  5.187  0.715  2.214
C  3.740  1.379  0.925
H  2.897  1.407  1.609
H  4.194  2.204  0.666
H  4.217  -0.389  1.808
H  6.021  -0.714  -1.483
H  4.638  -1.447  -0.153
H  2.524  -0.073  -0.051
H  1.800  2.683  -0.283
H  2.194  1.678  -1.778
S  -0.090  -2.822  0.714
C  -3.768  -2.038  -0.772
H  -4.447  -2.155  0.035
H  -3.926  -2.835  -1.467
H  -3.703  -1.198  -1.446
H  -1.471  -5.260  0.780
H  -2.375  -5.015  -0.682
H  -3.135  -4.329  0.749